Entry 1:
Below is C18H16BrMgN2OS as an isolated structure, with properties calculated with wB97M-V/def2-TZVPD.

The value obtained for the LUMO energy is -3.81 eV. As for the maximum force: 0.74 eV/Å. Its spin multiplicity is 1. The calculation puts the gap between HOMO and LUMO at 6.8 eV. The HOMO energy is -0.388 hartree. The calculation puts the total energy at -110273.9375 eV. The net charge is +1.

Geometry (Å):
Mg: 0.265 -0.018 -1.117
Br: 5.991 -2.125 2.903
C: 4.710 -1.659 1.604
C: 5.115 -1.403 0.288
C: 4.198 -1.065 -0.678
C: 2.826 -0.950 -0.388
O: 1.992 -0.650 -1.358
C: 2.424 -1.214 0.957
C: 1.063 -1.182 1.431
N: 0.059 -0.792 0.722
C: -1.293 -0.804 1.140
C: -1.749 -0.972 2.415
C: -3.133 -0.967 2.700
C: -4.044 -0.793 1.705
C: -3.606 -0.610 0.370
C: -4.509 -0.459 -0.706
C: -4.046 -0.304 -1.978
C: -2.659 -0.273 -2.185
N: -1.770 -0.402 -1.219
C: -2.233 -0.601 0.078
C: 3.387 -1.577 1.925
H: 6.164 -1.478 0.032
H: 4.511 -0.884 -1.697
H: 0.907 -1.531 2.453
H: -1.048 -1.108 3.229
H: -3.462 -1.106 3.721
H: -5.107 -0.797 1.913
H: -5.574 -0.476 -0.504
H: -4.717 -0.200 -2.818
H: -2.271 -0.136 -3.188
H: 3.060 -1.790 2.936
C: 1.895 2.994 -1.543
S: 0.387 2.487 -0.687
C: -0.886 3.274 -1.697
H: 1.866 2.718 -2.595
H: 2.724 2.478 -1.062
H: 2.027 4.068 -1.439
H: -0.800 4.355 -1.619
H: -1.854 2.970 -1.303
H: -0.809 2.979 -2.742

---

Entry 2:
Below is C18H16CdCl2N2O3SSe3Te as an isolated structure, with properties calculated with wB97M-V/def2-TZVPD.

The value obtained for the LUMO energy is 3.96 eV. As for the maximum force: 0.60 eV/Å. Its spin multiplicity is 1. The calculation puts the gap between HOMO and LUMO at 4.9 eV. The HOMO energy is -0.035 hartree. The calculation puts the total energy at -271829.6537 eV. The net charge is -2.

Geometry (Å):
Cd: -0.393 -1.289 -1.118
Cl: 1.910 0.572 6.148
C: 1.150 0.039 4.644
C: -0.010 -0.762 4.698
C: -0.627 -1.162 3.551
Cl: -2.040 -2.172 3.640
C: -0.173 -0.756 2.227
O: -0.805 -1.054 1.196
C: 1.056 -0.002 2.239
C: 1.767 0.358 1.018
O: 1.487 0.098 -0.135
C: 1.672 0.392 3.435
H: -0.404 -1.076 5.657
H: 2.673 0.970 1.207
H: 2.580 0.988 3.387
O: -2.607 -0.995 -1.595
C: -3.380 -0.036 -1.270
C: -4.777 -0.291 -1.055
C: -5.675 0.700 -0.746
C: -5.262 2.039 -0.620
C: -3.924 2.318 -0.806
C: -2.972 1.333 -1.108
C: -1.568 1.730 -1.284
N: -0.555 1.011 -1.763
C: 0.554 1.847 -1.806
C: 0.222 3.077 -1.354
N: -1.124 2.987 -1.015
H: -5.088 -1.325 -1.154
H: -6.720 0.445 -0.600
H: -5.967 2.827 -0.394
H: -3.613 3.356 -0.731
H: 1.505 1.487 -2.171
H: 0.790 3.984 -1.232
H: -1.682 3.720 -0.624
Se: -0.171 -3.858 -0.895
Se: 1.082 -4.160 -2.864
Te: 0.236 -1.983 -3.939
Se: 2.038 -1.229 -5.456
C: 3.867 -1.584 -2.093
S: 3.927 -2.712 -0.692
C: 4.759 -1.608 0.467
H: 3.336 -0.674 -1.807
H: 3.303 -2.065 -2.890
H: 4.868 -1.337 -2.457
H: 5.816 -1.465 0.221
H: 4.683 -2.047 1.466
H: 4.255 -0.637 0.473

---

Entry 3:
Below is a single C18H16Cl2N2O5S molecule in a non-equilibrium geometry, with properties calculated with wB97M-V/def2-TZVPD.

Its structure (SMILES) is O=C(c1ccc(Cl)c([N+](=O)[O-])c1)N(Cc1cccc(Cl)c1)[C@@H]1CCS(=O)(=O)C1. The value obtained for the LUMO energy is -0.47 eV. As for the maximum force: 1.10 eV/Å. Its spin multiplicity is 1. The calculation puts the gap between HOMO and LUMO at 8.8 eV. The HOMO energy is -0.341 hartree. The calculation puts the total energy at -68020.7285 eV. The net charge is 0.

Geometry (Å):
O: -2.027 -1.716 0.405
C: -1.161 -0.892 0.193
C: -0.031 -0.719 1.157
C: 0.584 -1.834 1.720
C: 1.612 -1.686 2.629
C: 2.033 -0.419 3.021
Cl: 3.368 -0.272 4.087
C: 1.375 0.698 2.500
N: 1.753 2.052 2.829
O: 2.203 2.283 3.924
O: 1.588 2.876 1.952
C: 0.343 0.544 1.583
N: -1.133 -0.075 -0.902
C: 0.141 0.366 -1.468
C: 1.279 -0.579 -1.176
C: 1.179 -1.923 -1.515
C: 2.214 -2.794 -1.227
C: 3.361 -2.339 -0.598
C: 3.465 -0.994 -0.283
Cl: 4.875 -0.406 0.520
C: 2.441 -0.110 -0.581
C: -2.323 0.158 -1.722
C: -2.336 1.593 -2.299
C: -2.473 2.569 -1.147
S: -3.428 1.623 0.104
O: -2.592 1.396 1.249
O: -4.709 2.229 0.325
C: -3.592 0.106 -0.892
H: 0.255 -2.818 1.425
H: 2.105 -2.550 3.043
H: -0.187 1.419 1.243
H: 0.402 1.372 -1.127
H: 0.018 0.392 -2.556
H: 0.282 -2.291 -1.990
H: 2.129 -3.837 -1.488
H: 4.165 -3.015 -0.358
H: 2.544 0.934 -0.331
H: -2.356 -0.572 -2.546
H: -1.456 1.811 -2.902
H: -3.206 1.668 -2.954
H: -1.523 2.837 -0.696
H: -3.033 3.461 -1.399
H: -4.480 0.213 -1.507
H: -3.668 -0.759 -0.244

---

Entry 4:
Below is C18H16CoN3O4 as an isolated structure in a non-equilibrium geometry, with properties calculated with wB97M-V/def2-TZVPD.

As for the expectation value of S²: 1.06. The value obtained for the LUMO energy (alpha / beta) is -3.95 / -3.84 eV. As for the maximum force: 1.25 eV/Å. Its spin multiplicity is 2. The calculation puts the gap between HOMO and LUMO (alpha / beta) at 8.3 / 8.5 eV. The HOMO energy (alpha / beta) is -0.451 / -0.453 hartree. The calculation puts the total energy at -69208.4728 eV. The net charge is +1.

Geometry (Å):
Co: 1.877 0.180 0.020
O: 5.505 -0.488 -1.208
C: 4.320 -0.351 -1.049
O: 3.733 -0.016 0.085
C: 3.364 -0.572 -2.207
C: 3.819 -0.975 -3.449
C: 2.891 -1.192 -4.454
C: 1.541 -1.008 -4.184
C: 1.168 -0.601 -2.916
N: 2.062 -0.381 -1.953
H: 4.881 -1.112 -3.592
H: 3.213 -1.509 -5.437
H: 0.789 -1.175 -4.941
H: 0.128 -0.441 -2.658
O: -3.810 3.480 1.436
C: -2.953 3.973 0.432
C: -1.780 3.044 0.303
C: -0.674 3.416 -0.455
C: 0.386 2.544 -0.581
N: 0.381 1.347 0.013
C: -0.682 0.975 0.751
C: -1.779 1.798 0.917
C: -0.531 -0.385 1.321
C: -1.475 -1.040 2.083
C: -1.208 -2.338 2.507
C: -2.192 -3.079 3.369
O: -3.472 -2.527 3.157
C: -0.006 -2.925 2.137
C: 0.901 -2.204 1.384
N: 0.644 -0.955 0.987
H: -4.550 4.085 1.550
H: -2.584 4.977 0.664
H: -3.460 4.018 -0.540
H: -0.628 4.380 -0.944
H: 1.270 2.792 -1.156
H: -2.622 1.492 1.518
H: -2.416 -0.574 2.332
H: -1.877 -2.965 4.414
H: -2.155 -4.145 3.123
H: -4.113 -2.991 3.705
H: 0.237 -3.938 2.430
H: 1.858 -2.613 1.089

---

Entry 5:
Below is C18H16CoN9O2S4 as an isolated structure, with properties calculated with wB97M-V/def2-TZVPD.

As for the expectation value of S²: 3.90. The value obtained for the LUMO energy (alpha / beta) is 2.26 / 1.75 eV. As for the maximum force: 0.51 eV/Å. Its spin multiplicity is 4. The calculation puts the gap between HOMO and LUMO (alpha / beta) at 5.1 / 6.3 eV. For the energy relative to the best compared isomer or geometry (same formula, charge and spin), the calculation gives 21.9 kcal/mol. The HOMO energy (alpha / beta) is -0.105 / -0.166 hartree. The calculation puts the total energy at -117401.8261 eV. The net charge is -1.

Geometry (Å):
Co: 0.667 0.350 0.680
N: 2.658 -2.998 -0.973
C: 2.339 -1.698 -0.761
N: 1.181 -1.304 -0.367
C: 0.182 -2.271 -0.085
N: -1.012 -1.846 0.247
N: -0.999 -0.523 0.398
C: -2.084 0.220 0.225
C: -1.838 1.597 -0.024
C: -2.851 2.572 -0.062
C: -2.515 3.882 -0.293
C: -1.177 4.218 -0.513
C: -0.234 3.209 -0.466
N: -0.532 1.935 -0.234
C: 0.519 -3.675 -0.146
C: -0.349 -4.695 0.252
C: 0.043 -6.022 0.193
C: 1.315 -6.357 -0.253
C: 2.196 -5.356 -0.646
C: 1.799 -4.032 -0.595
H: 3.622 -3.211 -1.166
H: 3.124 -0.954 -0.909
H: -3.066 -0.231 0.147
H: -3.872 2.286 0.146
H: -3.278 4.649 -0.272
H: -0.870 5.239 -0.687
H: 0.819 3.425 -0.606
H: -1.334 -4.417 0.603
H: -0.645 -6.799 0.499
H: 1.626 -7.392 -0.293
H: 3.194 -5.603 -0.987
S: 2.647 1.647 0.776
S: 4.246 1.081 -0.262
S: 4.978 0.834 2.950
S: 3.184 1.513 2.889
N: -3.073 4.298 3.197
C: -2.184 3.582 3.407
N: -1.187 2.811 3.758
C: -0.566 2.005 2.988
N: 0.066 1.221 2.397
N: 0.782 -4.179 4.109
C: 0.507 -2.932 3.397
C: 1.730 -2.461 2.630
O: 2.608 -3.427 2.329
O: 1.865 -1.327 2.268
H: -0.070 -4.680 4.315
H: 1.248 -3.995 4.989
H: 2.266 -4.240 2.754
H: 0.153 -2.099 4.009
H: -0.251 -3.122 2.631

---

Entry 6:
Below is C18H16FN3O3S as an isolated structure in a non-equilibrium geometry, with properties calculated with wB97M-V/def2-TZVPD.

The value obtained for the LUMO energy is -0.17 eV. As for the maximum force: 14.46 eV/Å. Its spin multiplicity is 1. The calculation puts the gap between HOMO and LUMO at 8.2 eV. For the energy relative to the best compared isomer or geometry (same formula, charge and spin), the calculation gives 337.9 kcal/mol. The HOMO energy is -0.309 hartree. The calculation puts the total energy at -43075.3737 eV. The net charge is 0.

Geometry (Å):
C: -2.016 -2.417 1.808
H: -3.000 -2.489 1.721
H: -1.585 -1.532 2.375
H: -1.593 -3.407 2.024
O: -1.683 -2.303 0.238
C: -0.473 -1.989 0.140
C: 0.564 -2.171 1.137
C: 1.918 -1.731 0.438
C: 2.136 -1.263 -0.826
C: 1.152 -1.245 -1.636
C: -0.221 -1.309 -1.214
H: -1.099 -1.345 -2.015
H: 1.340 -1.047 -2.746
C: 3.509 -0.718 -1.174
O: 3.686 -0.552 -2.502
C: 4.565 -0.658 -0.099
H: 5.477 -0.263 -0.688
H: 4.959 -1.662 0.172
S: 4.407 0.376 1.282
C: 2.772 1.104 1.147
N: 1.858 1.326 1.831
N: 0.777 2.037 1.428
C: 1.211 2.123 0.080
O: 2.377 1.523 -0.035
C: 0.369 2.753 -1.304
N: -0.849 2.967 -0.565
C: -1.877 1.754 -0.370
C: -2.221 1.262 -1.450
C: -3.338 0.126 -1.140
C: -3.857 0.027 0.044
C: -3.544 1.003 0.978
C: -2.585 1.801 0.725
H: -2.240 2.513 1.689
H: -4.091 0.668 1.950
F: -4.898 -0.925 0.149
H: -3.515 -0.286 -2.021
H: -1.746 1.200 -2.550
H: -0.835 3.523 0.552
H: 0.263 1.894 -1.851
H: 0.746 3.604 -1.373
H: 2.825 -1.967 1.425
H: 0.355 -2.305 2.222